[1]
C31H28F11N7O9RuS3 | wB97M-V/def2-TZVPD

Last column: Löwdin charge in e.
Atoms and positions in Å:
Ru  0.744  -0.641  -0.650  1.326
C  -4.095  1.164  -7.219  -0.052
C  -3.584  1.142  -5.803  -0.262
C  -2.326  1.639  -5.490  -0.011
C  -1.833  1.560  -4.195  -0.023
C  -2.614  0.989  -3.207  -0.268
C  -3.900  0.536  -3.485  -0.069
C  -4.373  0.612  -4.780  -0.036
S  -1.940  0.785  -1.589  0.608
O  -2.898  1.308  -0.646  -0.279
O  -0.624  1.386  -1.565  -0.383
N  -1.697  -0.776  -1.261  -0.152
C  -2.085  -1.809  -2.099  -0.153
C  -0.751  -2.304  -3.019  -0.608
O  -1.032  -2.491  -4.181  0.092
O  0.252  -2.436  -2.304  -0.085
H  -3.456  1.776  -7.856  0.073
H  -5.111  1.560  -7.265  0.077
H  -4.115  0.153  -7.632  0.084
H  -1.704  2.077  -6.261  0.119
H  -0.855  1.950  -3.951  0.087
H  -4.524  0.153  -2.686  0.119
H  -5.370  0.249  -5.008  0.114
H  -2.871  -1.596  -2.815  0.088
H  -2.278  -2.719  -1.528  0.124
F  3.455  4.205  -0.009  0.127
C  3.251  3.910  -1.298  -0.674
F  4.341  3.305  -1.762  0.134
F  3.085  5.049  -1.970  0.135
S  1.727  2.870  -1.428  0.600
O  2.035  1.688  -0.641  -0.372
O  0.727  3.782  -0.977  -0.256
N  1.679  2.602  -2.992  -0.275
S  1.802  1.201  -3.705  0.593
O  1.340  0.028  -2.982  -0.351
O  1.364  1.333  -5.060  -0.265
C  3.615  0.921  -3.897  -0.676
F  3.795  -0.232  -4.555  0.128
F  4.234  0.843  -2.728  0.140
F  4.173  1.900  -4.609  0.140
C  1.230  -1.897  6.871  -0.051
C  -0.072  -1.300  6.401  -0.279
C  -0.717  -1.777  5.267  -0.027
C  -1.917  -1.234  4.831  -0.011
C  -2.492  -0.169  5.515  -0.250
N  -3.715  0.433  5.129  0.130
C  -4.408  0.347  3.936  -0.540
O  -5.626  0.395  3.913  0.052
N  -3.662  0.215  2.792  0.146
C  -2.348  0.680  2.554  -0.238
C  -1.836  1.839  3.110  0.008
C  -0.551  2.219  2.767  -0.026
C  0.169  1.443  1.879  -0.120
N  -0.322  0.319  1.347  0.016
C  -1.552  -0.046  1.683  -0.112
C  -1.864  0.305  6.663  -0.033
C  -0.676  -0.258  7.099  -0.053
H  1.583  -2.657  6.174  0.074
H  1.117  -2.361  7.853  0.076
H  2.003  -1.130  6.954  0.078
H  -0.281  -2.595  4.705  0.102
H  -2.403  -1.655  3.962  0.117
H  -4.311  0.729  5.884  0.143
H  -4.209  0.011  1.970  0.156
H  -2.435  2.436  3.785  0.123
H  -0.111  3.120  3.174  0.109
H  1.169  1.723  1.577  0.092
H  -1.925  -0.964  1.250  0.104
H  -2.314  1.123  7.216  0.108
H  -0.206  0.127  7.999  0.110
F  -0.624  -2.885  0.995  -0.041
C  0.716  -2.596  0.684  -0.389
F  1.163  -3.717  0.018  -0.002
C  1.438  -2.657  2.032  -0.603
F  1.253  -1.533  2.750  0.108
F  1.023  -3.675  2.826  0.109
F  2.758  -2.813  1.869  0.133
N  3.139  -2.610  -2.210  0.172
C  3.810  -1.817  -1.344  -0.383
C  5.222  -1.814  -1.327  -0.033
C  5.881  -1.024  -0.425  -0.082
C  5.149  -0.250  0.479  -0.078
C  3.780  -0.317  0.410  -0.164
N  3.111  -1.069  -0.476  0.034
H  3.632  -2.966  -3.007  0.103
H  2.129  -2.542  -2.289  0.047
H  5.761  -2.435  -2.033  0.107
H  6.964  -1.001  -0.412  0.103
H  5.636  0.380  1.211  0.097
H  3.163  0.247  1.097  0.097

Computed properties:
* charge: -1
* largest force on an atom: 0.82 eV/Å
* Kohn-Sham gap (alpha / beta): 7.184 / 5.970 eV
* multiplicity: 6
* ⟨S²⟩: 8.76

=====

[2]
C31H28F5N3O2PS4TeTi | wB97M-V/def2-TZVPD

Last column: Löwdin charge in e.
Atoms and positions in Å:
Ti  -1.216  1.456  0.615  0.576
O  -3.232  3.187  -0.268  -0.042
N  -3.075  1.847  -0.576  -0.171
C  -4.139  1.180  -0.806  -0.077
C  -4.197  -0.208  -1.248  -0.195
C  -5.476  -0.656  -1.586  -0.016
C  -5.659  -1.902  -2.157  -0.043
C  -4.548  -2.684  -2.427  -0.035
C  -3.279  -2.244  -2.081  -0.055
C  -3.075  -1.021  -1.455  -0.244
P  -1.336  -0.596  -0.931  1.082
C  -0.955  -2.160  -0.085  -0.369
C  -1.318  -2.228  1.259  -0.108
C  -1.109  -3.392  1.985  -0.052
C  -0.544  -4.502  1.375  -0.058
C  -0.201  -4.447  0.031  -0.058
C  -0.403  -3.285  -0.696  -0.097
C  -0.651  -0.353  -2.601  -0.353
C  0.360  -1.110  -3.185  -0.088
C  0.798  -0.812  -4.468  -0.057
C  0.253  0.256  -5.165  -0.059
C  -0.731  1.035  -4.574  -0.056
C  -1.182  0.732  -3.299  -0.090
H  -4.169  3.376  -0.098  0.124
H  -5.092  1.706  -0.739  0.150
H  -6.328  -0.008  -1.416  0.121
H  -6.653  -2.249  -2.406  0.117
H  -4.666  -3.646  -2.909  0.118
H  -2.433  -2.882  -2.303  0.107
H  -1.763  -1.376  1.757  0.055
H  -1.391  -3.427  3.029  0.116
H  -0.381  -5.409  1.940  0.113
H  0.220  -5.316  -0.459  0.113
H  -0.130  -3.279  -1.740  0.089
H  0.849  -1.902  -2.640  0.093
H  1.578  -1.413  -4.916  0.113
H  0.598  0.484  -6.165  0.112
H  -1.147  1.883  -5.103  0.114
H  -1.952  1.351  -2.853  0.096
O  -1.052  3.466  6.879  -0.013
C  -1.113  2.894  5.836  -0.964
S  0.308  2.198  5.006  0.990
C  -0.573  1.626  3.619  -1.069
C  -1.906  1.823  3.589  -1.099
S  -2.876  1.261  2.254  0.680
S  -2.639  2.647  4.934  1.007
S  0.267  0.840  2.310  0.641
F  -0.578  3.640  -0.854  0.045
C  -0.265  3.308  0.448  -0.424
F  -1.178  3.935  1.269  0.045
C  1.097  3.946  0.768  -0.609
F  1.081  5.230  0.398  0.179
F  1.348  3.883  2.070  0.126
F  2.079  3.331  0.104  0.136
N  5.213  -0.607  -1.287  0.151
C  3.922  -0.377  -0.944  -0.316
C  3.190  0.674  -1.511  0.002
C  1.862  0.808  -1.191  -0.164
N  1.202  0.003  -0.344  -0.056
C  1.931  -0.955  0.249  -0.195
C  3.256  -1.191  -0.019  -0.024
H  5.706  0.032  -1.883  0.109
H  5.754  -1.303  -0.807  0.108
H  3.651  1.369  -2.200  0.124
H  1.286  1.597  -1.662  0.115
H  1.413  -1.575  0.972  0.102
H  3.771  -1.996  0.489  0.120
C  3.426  -0.478  3.871  -0.460
Te  3.711  1.344  2.815  1.141
C  5.824  1.254  2.996  -0.473
H  4.016  -1.264  3.404  -0.002
H  2.370  -0.742  3.826  -0.029
H  3.723  -0.352  4.908  0.004
H  6.114  1.285  4.043  0.001
H  6.242  2.117  2.481  -0.007
H  6.189  0.342  2.530  -0.008

Computed properties:
* charge: +1
* largest force on an atom: 1.16 eV/Å
* Kohn-Sham gap: 5.399 eV

=====

[3]
C31H28F5N4O3SeV | wB97M-V/def2-TZVPD

Last column: Löwdin charge in e.
Atoms and positions in Å:
V  0.631  -0.305  -0.700  0.879
C  1.159  -2.574  -0.647  -0.268
C  2.027  -1.942  0.297  -0.265
C  2.890  -1.063  -0.401  -0.252
C  2.552  -1.143  -1.774  -0.275
C  1.494  -2.082  -1.930  -0.276
C  0.920  -2.532  -3.237  -0.032
C  3.284  -0.441  -2.875  -0.031
C  4.082  -0.354  0.161  -0.074
C  2.161  -2.319  1.738  -0.028
C  0.149  -3.633  -0.332  -0.018
H  1.570  -3.274  -3.710  0.087
H  0.812  -1.701  -3.936  0.069
H  -0.061  -2.990  -3.110  0.068
H  4.229  -0.949  -3.092  0.088
H  3.521  0.588  -2.600  0.081
H  2.696  -0.417  -3.792  0.067
H  4.978  -0.975  0.050  0.087
H  3.953  -0.124  1.217  0.027
H  4.262  0.595  -0.343  0.049
H  2.870  -3.146  1.838  0.091
H  1.212  -2.646  2.166  0.074
H  2.535  -1.492  2.341  0.075
H  0.609  -4.625  -0.330  0.088
H  -0.662  -3.649  -1.062  0.074
H  -0.301  -3.481  0.650  0.076
N  0.748  2.735  -3.619  0.198
C  0.664  2.010  -2.492  -0.473
O  0.676  0.767  -2.556  -0.062
C  0.565  2.686  -1.175  -0.197
C  -0.045  1.691  -0.201  -0.191
H  0.913  2.265  -4.493  0.114
H  0.806  3.735  -3.570  0.113
H  0.058  3.654  -1.277  0.117
H  1.598  2.898  -0.858  0.080
H  -1.139  1.679  -0.295  0.065
H  0.199  1.987  0.815  0.015
O  -6.100  -2.979  1.713  -0.042
N  -5.505  -2.714  0.648  -0.392
O  -6.016  -2.976  -0.469  -0.058
C  -4.245  -2.122  0.723  -0.120
C  -3.730  -1.854  1.999  0.030
C  -2.456  -1.305  2.172  -0.148
C  -1.910  -0.936  3.429  0.000
C  -0.672  -0.355  3.490  -0.031
C  0.073  -0.174  2.316  -0.129
N  -0.395  -0.553  1.136  0.016
C  -1.639  -1.062  1.047  -0.150
C  -2.174  -1.261  -0.271  -0.134
N  -1.373  -0.872  -1.287  0.059
C  -1.832  -0.935  -2.532  -0.124
C  -3.099  -1.410  -2.818  -0.042
C  -3.925  -1.835  -1.793  0.015
C  -3.485  -1.762  -0.459  -0.040
H  -4.351  -2.074  2.853  0.109
H  -2.499  -1.087  4.325  0.116
H  -0.253  -0.015  4.426  0.108
H  1.045  0.307  2.324  0.092
H  -1.160  -0.589  -3.304  0.100
H  -3.436  -1.445  -3.845  0.103
H  -4.914  -2.213  -1.987  0.094
F  -1.838  5.836  3.089  0.097
C  -0.730  5.144  2.779  -0.153
C  -0.333  4.067  3.549  -0.153
F  -1.071  3.710  4.613  0.098
C  0.811  3.366  3.219  -0.276
F  1.127  2.329  4.013  0.045
C  1.611  3.681  2.119  -0.605
Se  3.096  2.627  1.610  0.571
C  1.183  4.787  1.385  -0.281
F  1.875  5.196  0.305  0.042
C  0.040  5.501  1.689  -0.154
F  -0.334  6.543  0.927  0.093

Computed properties:
* charge: -1
* largest force on an atom: 0.69 eV/Å
* Kohn-Sham gap (alpha / beta): 5.158 / 6.067 eV
* multiplicity: 4
* ⟨S²⟩: 3.82